A 18-piece molecular cluster, C54H129O39P7 overall in a non-equilibrium geometry. Source: the OMol25 dataset; level of theory: ωB97M-V/def2-TZVPD.

Positions of all 229 atoms, in Å:
C -0.24909 -0.57969 4.51456
O -1.21100 -1.66232 4.42787
P -2.09607 -2.06723 5.68350
O -3.21731 -2.96209 5.33328
O -0.95099 -2.53833 6.71589
C -0.39786 -3.86932 6.61868
O -2.45193 -0.71397 6.41875
C -3.66737 -0.07713 6.15367
H 0.67903 -0.80448 4.99793
H -0.78240 0.28084 5.07885
H -0.13040 -0.24211 3.47830
H 0.51145 -3.84011 7.16857
H -0.18533 -4.19207 5.57022
H -1.06019 -4.58057 7.06698
H -4.52120 -0.75191 6.23001
H -3.71944 0.34929 5.17116
H -3.76466 0.69360 6.92522
C 3.66432 6.81929 2.78700
O 3.38122 7.08877 1.42571
P 1.93604 6.89177 0.82737
O 1.18207 5.71549 1.29099
O 1.16528 8.25014 1.01611
C 1.93964 9.45368 0.79713
O 2.34520 6.86341 -0.71792
C 1.89053 5.76593 -1.53691
H 3.17889 5.89070 3.11387
H 3.44230 7.68358 3.39296
H 4.75713 6.73380 2.77694
H 1.63779 9.94456 -0.11472
H 2.99777 9.22832 0.75882
H 1.70932 10.06629 1.64554
H 0.84857 5.90180 -1.81188
H 2.13076 4.81289 -1.05515
H 2.49649 5.77449 -2.42950
C -0.07180 -9.05442 3.81547
O 0.07899 -7.82814 3.10458
P -0.46918 -6.51102 3.67711
O -0.06051 -6.38309 5.07910
O 0.06374 -5.35410 2.73196
C 1.32167 -4.71531 2.94211
O -2.00342 -6.63243 3.42060
C -3.06014 -6.22891 4.23691
H -1.14786 -9.36164 3.71233
H 0.01991 -8.94138 4.89640
H 0.59793 -9.77292 3.31833
H 1.24973 -4.23464 3.93399
H 1.42265 -3.91339 2.23172
H 2.10625 -5.48261 2.86801
H -2.95189 -6.61119 5.22767
H -3.96015 -6.70185 3.84190
H -3.15332 -5.13749 4.30792
C 0.90452 -2.31777 0.47121
O 0.56546 -1.26859 -0.48175
P -0.11368 0.07757 0.01304
O -0.95530 -0.10493 1.16883
O 0.94814 1.27615 0.11583
C 1.70813 1.66749 1.22387
O -0.72157 0.53035 -1.31057
C -1.47469 -0.37017 -2.04264
H 0.79877 -3.26318 -0.07355
H 0.25862 -2.27152 1.43353
H 1.96699 -2.26753 0.78295
H 2.32875 2.49555 0.82536
H 2.27773 0.87712 1.60868
H 1.12409 2.13776 2.03798
H -2.32082 -0.63407 -1.43014
H -0.84025 -1.33400 -2.16758
H -1.80895 0.08637 -2.95369
C 3.05895 2.06404 -6.38763
O 2.57039 0.71132 -6.30902
P 3.36284 -0.29029 -5.32258
O 2.94687 -1.72703 -5.47306
O 4.88123 0.15900 -5.54014
C 5.95673 -0.46680 -4.79882
O 3.02237 0.38554 -3.87591
C 1.62937 0.17225 -3.51513
H 2.38328 2.72086 -7.05362
H 4.07936 2.22710 -6.66088
H 2.92250 2.58454 -5.43266
H 5.85044 -0.37014 -3.71990
H 6.83582 0.06786 -5.14447
H 5.93990 -1.51544 -5.11049
H 1.39776 0.90495 -2.66728
H 1.49798 -0.85769 -3.13831
H 0.86361 0.33996 -4.26738
C -0.98670 5.12287 4.31482
O -1.41596 5.10981 5.70160
P -0.16029 4.82313 6.69766
O 1.10868 5.24812 6.11644
O -0.72093 5.42153 8.03283
C -0.99479 6.85481 7.95732
O -0.15106 3.28475 6.94881
C -1.42358 2.68205 7.10967
H 0.08025 5.04940 4.24097
H -1.36049 5.99434 3.87411
H -1.49463 4.26147 3.86074
H -0.07386 7.35382 7.72764
H -1.50876 7.02768 8.85759
H -1.72008 7.05925 7.15708
H -1.24230 1.66320 7.37797
H -1.96088 2.71548 6.17249
H -1.94391 3.17243 7.94133
C 1.04425 -4.77939 -8.52740
O 0.31632 -3.65734 -7.99235
P -1.12241 -3.75990 -7.16669
O -1.12498 -4.76773 -6.12136
O -1.23196 -2.28398 -6.69882
C -0.80708 -1.95140 -5.28991
O -2.28418 -4.03818 -8.21733
C -2.31995 -3.35212 -9.47675
H 2.09869 -4.59473 -8.39079
H 0.81577 -4.94149 -9.67130
H 0.78280 -5.73132 -8.04399
H -1.40145 -2.54233 -4.61224
H -1.04312 -0.90371 -5.23865
H 0.27389 -2.16791 -5.22925
H -2.38035 -4.04183 -10.30747
H -1.45410 -2.64204 -9.55873
H -3.25450 -2.78126 -9.50549
C -2.04511 -5.97748 -2.84731
C -1.26746 -5.15407 -1.88458
O -1.14704 -3.96994 -1.91963
C -0.55073 -5.92279 -0.81192
H -1.45083 -6.88787 -3.01918
H -2.11965 -5.37645 -3.77917
H -2.96627 -6.34483 -2.42982
H -0.04086 -5.24294 -0.14294
H 0.18999 -6.67690 -1.19957
H -1.33282 -6.43564 -0.23574
C -2.41917 -3.34561 1.51639
C -3.57532 -4.09616 0.92098
O -3.33855 -4.83963 -0.02101
C -4.92399 -3.86123 1.54599
H -2.47854 -3.06098 2.54282
H -2.44500 -2.32815 1.11960
H -1.50158 -3.91071 1.32533
H -5.07105 -2.72104 1.61148
H -4.82757 -4.15794 2.56400
H -5.72557 -4.40630 0.97956
C -4.25328 -2.93675 -3.25466
C -4.11987 -2.34059 -4.63235
O -3.69396 -1.21913 -4.75438
C -4.70004 -3.06540 -5.85683
H -5.32737 -2.95311 -3.03544
H -3.74716 -2.26309 -2.55937
H -3.82553 -3.91995 -3.07442
H -5.61779 -3.68152 -5.62563
H -3.91862 -3.82171 -6.08913
H -4.79507 -2.39248 -6.68034
C -3.72673 1.02977 2.16859
C -3.83209 2.00508 1.05056
O -3.64938 3.21463 1.15479
C -4.46208 1.52208 -0.28958
H -3.40072 0.11490 1.85872
H -4.72358 0.90036 2.66856
H -3.03404 1.40162 2.87565
H -3.63181 1.28247 -0.98375
H -5.15259 2.29519 -0.73496
H -4.94848 0.54758 -0.16747
C 4.56440 -0.76651 2.64801
C 4.25596 -2.08442 3.35222
O 3.58153 -2.95239 2.87886
C 4.89701 -2.21165 4.76094
H 5.66529 -0.61690 2.64804
H 4.06605 0.07822 3.16888
H 4.28168 -0.81184 1.60315
H 4.40016 -3.08978 5.33095
H 4.71173 -1.29208 5.27815
H 5.98986 -2.22569 4.80119
C -0.73412 0.25549 -8.72137
C -2.24480 0.39092 -8.63227
O -3.00369 -0.23618 -9.36052
C -2.95234 1.25525 -7.57708
H -0.27487 1.20059 -9.07970
H -0.55170 -0.44665 -9.55236
H -0.36898 -0.11744 -7.79352
H -2.38355 1.73670 -6.82344
H -3.50844 0.44375 -7.12584
H -3.68855 1.91371 -8.10715
C -2.30102 6.79793 -0.21700
C -1.66176 5.86601 -1.20039
O -1.41337 6.29667 -2.34360
C -1.36676 4.46569 -0.77249
H -2.85436 6.30813 0.61743
H -2.95312 7.49091 -0.75315
H -1.58736 7.41281 0.27608
H -0.96351 3.87375 -1.61066
H -2.28243 4.13933 -0.24336
H -0.68128 4.53418 0.07424
C -0.49936 4.14389 -5.19767
C -1.15870 2.81763 -4.91958
O -0.62330 1.80972 -5.30679
C -2.43974 2.69444 -4.06878
H 0.55457 3.91030 -5.28162
H -0.75635 4.93849 -4.45528
H -0.75638 4.51225 -6.20402
H -2.06192 2.36274 -3.10042
H -3.00250 1.85180 -4.44220
H -2.99162 3.65529 -3.95531
C 2.37432 -5.11616 -5.04353
C 2.28596 -5.25126 -3.56406
O 2.46036 -6.32070 -3.06388
C 1.86418 -3.96251 -2.83233
H 2.69805 -4.13384 -5.17630
H 1.33329 -5.22042 -5.36410
H 2.99255 -5.91988 -5.41361
H 1.17695 -3.38653 -3.43765
H 2.69335 -3.26787 -2.58059
H 1.41397 -4.21190 -1.87728
C 2.35964 0.97519 6.95467
C 3.16307 1.44215 5.75495
O 4.23452 0.88665 5.58626
C 2.58943 2.45125 4.77726
H 1.87290 1.79673 7.50290
H 3.03456 0.53114 7.68265
H 1.51916 0.29364 6.67232
H 2.92954 2.42024 3.72186
H 2.54912 3.45477 5.20411
H 1.48364 2.22909 4.61847
C 4.84835 5.41226 6.25630
C 5.77904 5.48499 5.08356
O 6.37990 6.50138 4.78760
C 5.65401 4.31268 4.07492
H 5.17768 4.57843 6.86528
H 3.84161 5.19403 5.94058
H 4.96849 6.36130 6.81095
H 6.50805 4.44852 3.40165
H 4.72878 4.50016 3.59507
H 5.52564 3.41117 4.68506

Values from the calculation:
DFT total energy   -7459.3215 Ha
Kohn-Sham gap   9.08 eV
2S+1   1
HOMO energy   -8.7781 eV
Molar mass   1619.405 g mol⁻¹
E_LUMO   0.011 Ha